# 1
Density functional theory data (ωB97M-V with the def2-TZVPD basis set) for FH3N2 as an isolated structure.

Values from the calculation:
Kohn-Sham gap ... 0.36276 Ha
Energy above the lowest of the compared OMol25 structures with the same formula, charge and spin ... 47.7 kcal per mole
Net charge ... 0
Strongest force on any atom ... 0.1533 Eh/bohr
DFT total energy ... -5741.5199 eV

```
6
FH3N2 | the Open Molecules 2025 dataset | ωB97M-V with the def2-TZVPD basis set
N -0.5419 -0.3080 -0.1611
N 0.3625 0.5325 -0.1843
F 1.7403 -0.3496 0.1053
H -0.5812 -0.7574 -1.1100
H -1.3075 -0.4926 0.4198
H 0.3279 1.3750 0.9302
```

Charges obtained by Mulliken population analysis, quoted in units of e: atom 1 (N): -0.0574, atom 2 (N): -0.2833, atom 3 (F): -0.4162, atom 4 (H): 0.2606, atom 5 (H): 0.2084, atom 6 (H): 0.2878

# 2
Density functional theory data (ωB97M-V with the def2-TZVPD basis set) for a 2-piece molecular cluster, C5H6O2 overall.

Values from the calculation:
Kohn-Sham gap ... 0.38521 Ha
Energy above the lowest of the compared OMol25 structures with the same formula, charge and spin ... 73.5 kcal per mole
Net charge ... 0
Strongest force on any atom ... 0.0367 Eh/bohr
DFT total energy ... -9373.9099 eV

```
13
C5H6O2 | the Open Molecules 2025 dataset | ωB97M-V with the def2-TZVPD basis set
O -1.5847 -1.0186 -1.9686
C -1.3094 0.2861 -1.4844
C -0.3212 0.2207 -0.3633
C -0.1725 0.5339 0.8925
C 0.5684 0.5517 1.9836
C 2.2195 -0.6633 0.4728
O 3.2283 -0.8533 0.9534
H -1.9685 -1.5211 -1.2391
H -2.2253 0.8349 -1.2324
H -0.8294 0.7988 -2.3249
H 0.5227 -0.2487 2.7183
H 1.2477 1.3740 2.1964
H 0.6245 -0.2951 -0.6043
```

These are the Mulliken partial charges, in e, on atoms 1 to 8: atom 1 (O): -0.5238, atom 2 (C): -0.4484, atom 3 (C): -0.3679, atom 4 (C): 0.4883, atom 5 (C): -0.6903, atom 6 (C): 0.1457, atom 7 (O): -0.1692, atom 8 (H): 0.3172

# 3
Density functional theory data (ωB97M-V with the def2-TZVPD basis set) for C4H4MgO3Tl as an isolated structure.

Values from the calculation:
Kohn-Sham gap (spin up / spin down) ... 0.20537 / 0.27972 Ha
Energy above the lowest of the compared OMol25 structures with the same formula, charge and spin ... 1.6 kcal per mole
Net charge ... +2
Strongest force on any atom ... 0.0281 Eh/bohr
DFT total energy ... -20474.2676 eV
2S+1 ... 2

```
13
C4H4MgO3Tl | the Open Molecules 2025 dataset | ωB97M-V with the def2-TZVPD basis set
O 3.0215 -0.8366 -0.5466
C 2.0046 -0.3150 -0.0082
O 2.0508 0.8811 0.4033
O 0.9315 -1.0661 0.1374
C -0.2339 -0.5083 0.7365
Mg 3.9577 0.9298 -0.2767
H 0.0412 0.2101 1.5191
H -0.7760 -1.3384 1.1985
C -1.0934 0.2201 -0.2794
C -2.4520 0.1350 -0.2632
H -1.7517 -0.4207 -1.2363
H -0.5712 0.9716 -0.8971
Tl -5.1292 1.1374 -0.4872
```

These are the Mulliken partial charges, in e, on atoms 1 to 8: atom 1 (O): -0.7432, atom 2 (C): 1.2889, atom 3 (O): -0.7642, atom 4 (O): -0.2569, atom 5 (C): -0.1718, atom 6 (Mg): 1.2153, atom 7 (H): 0.3061, atom 8 (H): 0.3933

# 4
Density functional theory data (ωB97M-V with the def2-TZVPD basis set) for a 2-piece molecular cluster, C3H9BrOSi overall.

Values from the calculation:
Kohn-Sham gap ... 0.20052 Ha
Energy above the lowest of the compared OMol25 structures with the same formula, charge and spin ... 79.4 kcal per mole
Net charge ... 0
Strongest force on any atom ... 0.0651 Eh/bohr
DFT total energy ... -83223.2928 eV

```
15
C3H9BrOSi | the Open Molecules 2025 dataset | ωB97M-V with the def2-TZVPD basis set
C -0.4056 -0.6855 -2.1600
C -1.6258 1.1651 1.3676
C 1.2506 -0.6853 1.0598
O -0.9589 -0.2133 -0.9395
Si -0.4411 -0.0539 0.5582
Br 3.5422 1.3837 -0.7025
H 0.2474 -1.4794 -2.0424
H 0.3072 0.1068 -2.5406
H -1.3088 -1.0000 -2.7562
H -2.5804 1.0013 0.9965
H -1.6767 0.7188 2.3331
H -1.3731 2.1669 1.4940
H 1.3014 -1.6545 0.6353
H 2.1468 -0.0499 0.5547
H 1.5747 -0.7208 2.1422
```

These are the Mulliken partial charges, in e, on atoms 1 to 8: atom 1 (C): -0.5451, atom 2 (C): -1.0113, atom 3 (C): -0.5607, atom 4 (O): -0.1734, atom 5 (Si): 0.6284, atom 6 (Br): -0.7858, atom 7 (H): 0.3025, atom 8 (H): 0.2871

Q: Which of these has the highest strongest force on any atom?
A: FH3N2

Q: Among the records above, which one has the lowest energy above the lowest of the compared OMol25 structures with the same formula, charge and spin?
A: C4H4MgO3Tl

Q: Which of these has the highest energy above the lowest of the compared OMol25 structures with the same formula, charge and spin?
A: C3H9BrOSi